No. 1
{
  "formula": "C29H58NO25S3",
  "method": "ωB97M-V/def2-TZVPD",
  "elements": ["C", "N", "C", "C", "C", "C", "O", "H", "H", "H", "H", "H", "H", "H", "H", "H", "H", "H", "H", "H", "H", "O", "S", "O", "O", "C", "C", "C", "H", "H", "H", "H", "H", "H", "H", "H", "O", "S", "O", "O", "C", "C", "C", "H", "H", "H", "H", "H", "H", "H", "H", "O", "S", "O", "O", "C", "C", "C", "H", "H", "H", "H", "H", "H", "H", "H", "C", "C", "O", "C", "O", "O", "H", "H", "H", "H", "C", "C", "O", "C", "O", "O", "H", "H", "H", "H", "C", "C", "O", "C", "O", "O", "H", "H", "H", "H", "C", "C", "O", "C", "O", "O", "H", "H", "H", "H", "C", "C", "O", "C", "O", "O", "H", "H", "H", "H"],
  "xyz": [[0.911301, -1.889868, -1.854559], [1.589220, -1.185414, -0.706909], [1.879439, -2.188958, 0.309589], [2.837629, -0.710495, -1.453804], [0.821339, 0.025983, -0.212891], [-0.554266, -0.272367, 0.513770], [-1.009453, 0.951244, 0.949782], [1.502918, -2.728914, -2.381297], [0.870877, -1.305834, -2.727458], [-0.148099, -2.300196, -1.638256], [2.436830, -3.311752, 0.087837], [1.121755, -2.425733, 0.928975], [2.693879, -1.835017, 1.166755], [2.519709, -0.134311, -2.349184], [3.362781, -1.460705, -1.994083], [3.580376, -0.159786, -0.724671], [0.758793, 0.533152, -1.247605], [1.285493, 0.269445, 0.586636], [-0.468915, -1.036285, 1.288198], [-1.305531, -0.575051, -0.220976], [-0.949077, 0.942977, 1.794630], [-0.518823, 1.177571, 3.560828], [-0.458036, 0.902828, 4.969668], [0.078691, 1.805342, 5.898307], [-2.056701, 0.882308, 5.499465], [-2.753852, 2.109770, 5.327778], [-4.201071, 1.921731, 5.875162], [0.300027, -0.679293, 5.211784], [-2.899270, 2.284426, 4.293416], [-2.104453, 2.998629, 5.794107], [-4.660743, 0.982045, 5.538472], [-4.745523, 2.781762, 5.617542], [-4.167820, 1.788747, 6.938645], [-0.428528, -1.396914, 4.990825], [0.544811, -0.874397, 6.114474], [1.116175, -0.953332, 4.655775], [-3.474473, 0.125188, 2.192392], [-3.957001, -1.142924, 1.917433], [-3.021089, -2.220751, 1.635711], [-4.834447, -1.636797, 3.262443], [-4.179247, -2.225140, 4.416031], [-5.364481, -2.841303, 5.307190], [-5.042770, -1.003648, 0.514858], [-3.669950, -1.372617, 5.072307], [-3.370203, -2.948059, 4.060024], [-5.600977, -3.985929, 5.187194], [-6.174792, -2.295549, 5.377044], [-4.731470, -2.883448, 6.225783], [-4.410072, -1.122977, -0.381158], [-5.596095, -0.143132, 0.642441], [-5.874313, -1.887427, 0.663030], [-4.028794, 5.141134, 3.060087], [-3.710013, 4.691068, 1.695049], [-3.768189, 5.690279, 0.634326], [-2.224721, 4.118698, 1.680677], [-1.358476, 4.790673, 2.497650], [-0.068167, 4.224366, 2.124008], [-4.688098, 3.322500, 1.236897], [-1.602161, 4.627911, 3.436647], [-1.304187, 5.829515, 2.296391], [0.164190, 4.404412, 0.888970], [-0.282273, 3.158830, 2.126382], [0.695306, 4.613344, 2.719304], [-4.535913, 2.616351, 1.795369], [-4.417436, 3.306699, 0.215556], [-5.634877, 3.652878, 1.032481], [-3.224472, -3.751823, -1.529243], [-3.992904, -3.926316, -2.878587], [-3.987618, -2.700554, -3.495458], [-3.254411, -1.833769, -2.799109], [-3.028954, -0.681813, -3.091214], [-2.726301, -2.409120, -1.708421], [-2.344754, -4.509184, -1.348127], [-3.996840, -3.705856, -0.663868], [-4.772526, -4.481471, -2.810039], [-3.473609, -4.451138, -3.577285], [0.403434, -5.342137, -7.072366], [1.525425, -4.539600, -7.731821], [2.207609, -3.832155, -6.816418], [1.687376, -3.852611, -5.689401], [2.029186, -3.233487, -4.683892], [0.583345, -4.764245, -5.763481], [0.533521, -6.421418, -7.270885], [-0.605477, -5.251876, -7.398821], [0.975482, -3.645523, -8.376471], [2.049457, -5.118784, -8.535263], [2.647542, 0.551133, -6.649672], [2.195433, -0.216946, -5.499696], [1.533024, 0.638045, -4.636357], [1.251212, 1.737159, -5.391385], [0.522584, 2.741606, -5.095055], [1.811709, 1.622134, -6.557613], [2.694789, -0.002368, -7.591393], [3.616528, 1.094033, -6.362836], [3.006751, -0.745316, -4.900279], [1.620357, -1.154860, -5.718680], [4.194519, 4.030783, 4.427433], [2.988134, 3.123240, 4.854842], [2.570696, 2.485278, 3.652604], [3.438375, 2.785639, 2.671479], [3.289489, 2.243172, 1.593522], [4.351538, 3.587642, 3.102782], [5.180138, 4.093233, 5.098299], [3.685456, 4.988815, 4.276454], [2.379838, 3.682839, 5.251344], [3.118791, 2.281302, 5.663888], [8.434970, 0.105328, -2.857446], [8.111002, 0.999161, -4.035841], [6.757789, 1.434983, -4.005155], [6.263464, 1.168451, -2.850850], [5.153247, 1.464946, -2.388229], [7.244091, 0.380119, -2.164102], [9.443780, 0.274346, -2.320426], [8.547595, -0.788909, -3.164720], [8.122220, 0.349060, -5.140838], [8.521273, 1.961349, -3.955150]],
  "forces_ev_per_angstrom": [[-1.8, -3.1, -0.6], [1.1, -2.2, -2.7], [6.9, -2.0, 2.2], [1.3, 2.3, 1.4], [-4.1, -3.2, -5.7], [-0.3, -0.3, -2.9], [-0.3, 0.5, -8.2], [-0.4, 0.8, 1.9], [-0.6, 1.8, -0.6], [1.8, 0.9, 0.1], [-1.8, 3.5, -0.6], [-3.2, -0.6, 1.3], [-1.9, 0.0, -2.5], [-0.1, 0.6, 1.3], [0.3, -1.6, 0.5], [-1.7, -0.8, -1.6], [-0.2, 0.5, 2.6], [4.3, 3.4, 4.5], [0.1, 0.1, 0.1], [0.2, -0.7, 0.0], [0.4, 0.5, 9.1], [0.4, -0.3, 0.6], [-2.7, 0.6, -0.5], [2.0, 1.4, 0.9], [2.0, -2.4, -0.5], [0.0, 1.6, 1.2], [2.1, -1.3, 0.5], [-3.6, 1.1, -3.7], [0.4, 0.4, -1.3], [-1.8, -1.9, -0.8], [0.2, 0.5, -0.6], [-1.0, 1.0, -0.3], [0.0, 0.3, 0.8], [-1.4, -1.1, -0.6], [1.4, -0.5, 6.6], [2.0, 0.5, -2.1], [1.1, 3.3, 0.8], [-0.1, -4.4, 1.0], [-0.6, 0.6, 0.1], [0.2, 0.7, -2.3], [0.0, 0.5, 0.7], [7.1, -5.0, -0.2], [-1.7, -4.6, 1.3], [-1.0, -1.6, -1.6], [-1.3, 0.7, 0.6], [0.3, 2.3, -0.6], [-3.9, 3.0, 0.4], [-1.3, 0.2, 0.2], [-0.4, 0.3, 0.5], [-0.8, 2.1, -0.2], [2.3, 1.9, -0.7], [0.5, -1.1, -1.8], [-0.5, 3.6, 0.9], [-0.2, -1.3, 1.1], [-3.3, -1.5, -1.5], [2.3, 1.8, -3.0], [0.3, -1.1, -4.7], [0.8, 7.6, -5.7], [-1.0, -0.7, 4.7], [-0.6, 1.3, -0.2], [-0.6, -0.1, 3.6], [1.2, -0.3, 0.5], [1.5, 0.1, 0.9], [1.4, -8.0, 5.6], [1.1, -1.4, -1.2], [-2.8, 1.0, 0.8], [-0.7, -0.3, 0.5], [5.7, 1.4, 1.4], [-1.5, 2.3, -0.2], [0.8, 2.2, -0.5], [-0.5, -1.7, 0.2], [0.4, -0.7, 0.8], [-1.9, 1.6, -0.3], [1.7, -0.4, -1.2], [-6.3, -2.2, 0.8], [2.3, -2.3, -1.5], [2.0, 0.3, 0.4], [-4.3, 1.4, -6.9], [4.3, 1.0, -1.8], [-2.9, -1.1, 5.1], [-1.1, -1.6, -2.2], [0.2, 0.2, 1.9], [0.7, 0.1, 1.5], [-0.7, 1.2, -0.3], [1.2, -2.3, 1.1], [0.5, 0.7, 1.4], [3.7, 0.8, 0.9], [1.5, -5.7, 2.2], [-0.9, 1.6, 0.1], [-4.3, 4.8, 2.0], [3.4, -4.9, -0.6], [-2.0, 2.2, -2.6], [-0.3, 0.6, 0.1], [-0.3, -1.6, -1.0], [-0.4, 1.0, -0.8], [-0.4, 1.3, -0.2], [-0.8, -0.1, 1.2], [7.0, -7.1, -1.1], [-0.4, 0.7, 1.0], [-2.1, -2.8, -1.4], [1.0, 1.3, 0.9], [3.2, 0.8, -1.3], [-2.2, -0.4, -1.9], [0.9, 0.4, 0.7], [-7.1, 5.6, 3.5], [0.5, 1.4, -1.6], [-0.1, 6.8, 1.1], [0.6, -1.8, -4.8], [-0.9, 0.0, -0.8], [-1.9, -1.0, 3.3], [3.7, -1.2, -1.4], [-2.2, 0.0, 2.4], [-1.9, 0.8, -0.4], [-0.2, -6.8, -1.8], [0.8, 2.4, 3.1], [2.1, 0.8, -0.8]],
  "de_lowest_ev": 3.363,
  "e_tot_ev": -116173.873,
  "homo_ha": -0.43135,
  "total_charge": 1,
  "multiplicity": 1
}

***

No. 2
{
  "formula": "C29H58O13",
  "method": "ωB97M-V/def2-TZVPD",
  "elements": ["C", "C", "O", "C", "C", "O", "H", "H", "H", "H", "H", "H", "H", "H", "C", "C", "O", "C", "C", "O", "H", "H", "H", "H", "H", "H", "H", "H", "C", "C", "O", "C", "C", "O", "H", "H", "H", "H", "H", "H", "H", "H", "C", "C", "O", "C", "C", "O", "H", "H", "H", "H", "H", "H", "H", "H", "C", "C", "O", "C", "C", "O", "H", "H", "H", "H", "H", "H", "H", "H", "C", "C", "C", "O", "H", "H", "H", "H", "H", "H", "C", "C", "C", "O", "H", "H", "H", "H", "H", "H", "C", "C", "C", "O", "H", "H", "H", "H", "H", "H"],
  "xyz": [[-1.346147, -6.009558, 2.918317], [-2.002960, -5.973094, 1.504863], [-1.942719, -4.636575, 0.973290], [-2.726369, -4.329684, 0.019489], [-2.409913, -2.960060, -0.681738], [-3.612794, -5.029116, -0.465918], [-1.932546, -5.334836, 3.375313], [-0.482141, -5.505385, 2.897056], [-1.095783, -7.024175, 3.207265], [-1.332192, -6.609514, 0.938973], [-2.930894, -6.531494, 1.282129], [-1.463522, -3.094296, -1.209645], [-2.515358, -2.186357, 0.042408], [-3.078660, -2.787753, -1.576457], [-3.719732, 3.382892, -0.865969], [-4.077351, 2.942201, 0.545931], [-4.729027, 3.924015, 1.225507], [-4.957516, 3.742143, 2.508781], [-5.667634, 4.986674, 3.111268], [-4.715991, 2.742425, 3.149089], [-4.756012, 3.459637, -1.480072], [-3.302759, 2.433923, -1.318413], [-3.170548, 4.306306, -1.005713], [-4.774349, 2.021710, 0.530680], [-3.139027, 2.684219, 1.016537], [-6.484557, 5.243600, 2.658057], [-4.925078, 5.855587, 3.271434], [-5.977361, 4.774950, 4.025051], [6.378601, 2.642419, -0.635000], [5.715669, 2.754495, -2.008977], [4.856810, 1.714725, -2.133092], [4.500137, 1.241090, -3.388185], [3.596077, 0.083225, -3.278215], [4.997315, 1.476757, -4.499361], [6.874449, 1.686512, -0.546982], [5.676219, 2.539470, 0.080371], [7.333538, 3.390644, -0.531091], [5.325080, 3.785246, -2.243282], [6.382356, 2.618808, -2.953337], [2.961990, 0.193405, -2.254434], [4.111989, -0.875110, -3.268514], [2.784840, 0.322577, -3.921119], [1.578215, -2.943610, 1.150250], [0.907182, -2.363034, 2.408382], [1.754833, -3.032391, 3.447083], [1.374017, -2.785192, 4.691796], [2.404119, -3.299713, 5.638138], [0.176323, -2.419755, 4.960625], [2.706979, -2.485025, 0.846774], [0.879673, -2.522878, 0.333497], [1.796713, -4.176862, 1.338996], [0.962411, -1.171958, 2.216448], [-0.023620, -2.722238, 2.334898], [3.223209, -2.907405, 5.260217], [2.340207, -4.430900, 5.598352], [2.257579, -3.092482, 6.709600], [2.180809, 5.370433, -2.602409], [1.884455, 4.122594, -3.484712], [0.498485, 4.252302, -3.902913], [-0.035955, 3.242089, -4.542749], [-1.493058, 3.606641, -4.909588], [0.426060, 2.167463, -4.814252], [3.237198, 5.156715, -2.053081], [1.386557, 5.306808, -1.865622], [2.075201, 6.257748, -3.192768], [2.647310, 3.871044, -4.097601], [1.857009, 3.146161, -3.074354], [-2.063142, 3.951715, -4.010520], [-2.111868, 2.806726, -5.337380], [-1.536393, 4.512813, -5.528642], [-3.733040, 0.556945, 4.101289], [-2.425684, 1.185470, 4.235758], [-1.224385, 0.351502, 4.152047], [-2.262682, 2.467245, 4.462623], [-4.064604, -0.204575, 5.020483], [-3.954067, 0.078565, 3.207702], [-4.261961, 1.543303, 4.080658], [-0.904421, -0.193335, 5.204390], [-0.166094, 0.764141, 3.758662], [-1.430784, -0.582111, 3.486236], [3.506691, -4.322261, -3.068739], [2.125862, -3.663169, -2.770036], [0.983060, -4.605974, -2.748222], [2.059354, -2.390450, -2.393048], [3.635971, -5.287917, -2.757628], [4.280760, -3.628168, -2.580769], [3.734439, -4.196719, -4.166742], [0.878604, -4.783450, -3.822061], [0.111383, -4.112918, -2.290735], [1.121054, -5.576330, -2.269699], [-1.528385, 2.121323, -0.004636], [-0.682738, 0.786219, -0.075692], [0.010326, 0.389529, -1.385657], [-0.800018, -0.055598, 1.004811], [-2.267873, 2.117898, -0.879253], [-0.890583, 2.924383, -0.177908], [-1.978202, 2.227414, 0.942687], [0.412552, -0.578250, -1.007876], [0.753164, 1.062526, -1.539825], [-0.554334, 0.124303, -2.253579]],
  "forces_ev_per_angstrom": [[-2.0, -2.0, -3.3], [1.6, -2.1, -0.2], [1.4, -0.8, 2.3], [-2.9, 1.2, -4.7], [-0.9, -1.8, -1.1], [1.0, 0.2, 1.1], [-2.4, 1.3, 3.4], [3.7, 1.7, -0.7], [-0.9, 0.0, 0.6], [0.5, 0.3, -0.9], [-0.2, 1.1, 0.9], [0.5, 0.5, 0.8], [0.6, 0.9, 0.3], [0.1, -0.4, 1.4], [-4.7, -1.5, -2.3], [-0.2, -2.3, -1.1], [-0.7, 2.0, 0.3], [-1.4, 1.1, 2.0], [7.2, -0.2, -0.4], [-0.6, 2.0, -2.0], [2.2, 0.3, 1.4], [-1.6, 2.2, -0.5], [0.4, -0.2, 0.1], [1.3, 1.0, -0.2], [-1.8, 0.4, 0.7], [-4.3, 1.8, -3.5], [-1.1, -1.3, -0.8], [-1.0, -1.4, 4.4], [4.8, 1.1, -3.1], [3.4, 2.0, -2.5], [-3.0, -1.4, -1.4], [2.2, -1.1, -1.6], [-2.5, 1.2, 4.2], [-0.6, 1.1, 3.1], [0.3, -0.5, -0.5], [-2.3, 0.9, 2.8], [-2.9, -1.3, 0.2], [-0.5, -0.9, 0.7], [0.0, 0.5, 1.9], [1.9, -0.6, -1.9], [-0.4, 0.2, -0.5], [-0.4, -0.9, -1.5], [2.3, -0.3, -1.2], [5.8, 1.7, -2.2], [-1.0, 2.3, -0.4], [-5.7, -0.3, 1.4], [-4.1, -2.6, 2.2], [4.6, -0.7, -0.7], [-3.1, -1.1, 1.2], [1.1, -1.6, 0.6], [-1.1, 3.4, -1.1], [-0.1, -2.7, 1.6], [-3.7, -1.1, 0.8], [4.6, 1.2, -1.2], [0.5, 1.2, -0.4], [-0.2, 0.5, -0.7], [1.4, -3.4, 1.1], [-2.0, 0.9, 2.8], [1.6, 1.0, -0.7], [-3.1, -0.5, -1.1], [-0.7, 0.7, 0.9], [1.0, 0.1, 0.4], [-2.5, 1.0, -1.4], [0.1, 0.6, 0.4], [0.4, 0.5, -0.1], [1.9, 0.4, -3.8], [0.1, -0.8, 2.2], [0.7, -0.4, -0.3], [0.8, 0.1, -0.1], [0.3, -0.4, -0.2], [-2.1, 0.8, 4.1], [3.1, 4.9, 1.3], [3.8, -3.6, 0.1], [-1.1, -5.2, -1.0], [1.2, 2.1, -2.3], [0.1, -1.1, -1.8], [-0.6, -2.4, 1.0], [-1.2, 1.5, -2.4], [-2.8, -0.3, 0.9], [0.3, 1.6, 1.1], [0.4, 5.4, -1.2], [1.8, 4.6, 3.3], [-0.8, 0.9, -0.2], [0.0, -6.6, -2.3], [0.0, -2.5, 0.7], [-1.1, -1.1, -0.5], [-0.4, -0.4, 0.9], [-0.7, -0.3, -0.1], [0.2, -0.3, -0.6], [0.5, 0.2, 0.0], [2.1, -4.0, -1.8], [-3.3, -2.6, 4.9], [-1.2, -3.4, 3.8], [1.2, 4.6, -6.5], [2.8, -0.8, 2.2], [1.2, 1.7, -0.4], [0.9, -0.7, 0.6], [0.5, 0.5, -0.9], [2.3, 2.0, -0.9], [-0.8, 0.5, -0.4]],
  "de_lowest_ev": 13.031,
  "e_tot_ev": -57618.384,
  "homo_ha": -0.32221,
  "smiles": "CCOC(C)=O.CCOC(C)=O.CCOC(C)=O.CCOC(C)=O.CCOC(C)=O.CC(C)=O.CC(C)=O.CC(C)=O",
  "total_charge": 0,
  "multiplicity": 1
}

***

Question: Number 1 is which compound?
Answer: C29H58NO25S3